A molecular structure, C25H19ClLiN4O4 in a non-equilibrium geometry. Source: the OMol25 dataset; level of theory: wB97M-V/def2-TZVPD.

```
54
Properties=species:S:1:pos:R:3
Cl 5.959 1.338 -0.169
O 3.518 5.348 -0.089
O 5.566 4.490 0.275
O 1.160 4.684 0.149
O -0.106 2.814 0.041
N -5.227 2.312 -0.064
N 3.365 0.743 -0.111
N 2.056 1.265 -0.141
N -3.185 1.461 -0.450
C 4.230 4.354 0.018
C -4.135 0.596 -0.910
C -1.324 -2.812 0.518
C -1.386 -3.048 -2.290
C -1.679 -4.147 -1.477
C -1.271 -2.674 1.945
C 3.644 3.010 -0.090
C -3.860 2.512 0.013
C -1.149 -1.805 -1.725
C 3.751 -3.488 -0.025
C -0.883 -1.477 2.503
C 3.553 -0.672 -0.040
C -1.637 -4.030 -0.101
C 4.607 -2.697 0.734
C -0.732 -0.485 0.366
C 0.985 3.465 0.066
C 2.206 2.558 -0.076
C -5.388 1.085 -0.713
C 4.297 1.780 -0.135
C -6.257 3.266 0.335
C 4.524 -1.291 0.720
C -1.089 -1.632 -0.298
C -0.608 -0.361 1.687
C 2.586 -1.445 -0.730
C 2.689 -2.838 -0.745
Li -1.124 1.360 -0.327
H 1.933 -3.415 -1.211
H -0.280 0.568 2.152
H -0.802 -1.431 3.588
H 5.213 -0.704 1.370
H -6.658 3.786 -0.545
H 5.304 -3.156 1.444
H -1.605 -3.470 2.590
H -6.292 0.594 -0.903
H 3.848 -4.570 -0.038
H 5.966 3.566 0.305
H -3.792 -0.367 -1.318
H -5.816 3.991 1.018
H -0.903 -0.944 -2.328
H 1.796 -0.957 -1.290
H -1.808 -4.866 0.552
H -1.402 -3.131 -3.372
H -7.061 2.684 0.814
H -3.403 3.405 0.454
H -1.900 -5.122 -1.947
```

Results
calculated total energy = -53112.46392 eV
maximum force = 4.4 eV Å⁻¹
frontier orbital gap = 5.7 eV
total charge = -1

A molecular structure, C25H19CoN3S4 in a non-equilibrium geometry. Source: the OMol25 dataset; level of theory: wB97M-V/def2-TZVPD.

```
52
Properties=species:S:1:pos:R:3
Co 0.419 0.009 0.189
S -0.864 -0.951 1.875
S 0.213 -1.779 -1.124
S -1.753 0.795 -0.993
S 2.288 -1.353 1.402
N 0.083 1.752 1.129
N 4.227 4.955 -3.385
N 1.682 0.955 -0.834
C -2.405 -0.865 -1.004
C 2.489 1.912 1.357
C -2.310 1.536 0.594
C -0.365 4.009 2.653
C -0.249 -0.931 4.502
C 0.238 -1.036 3.194
C 1.621 1.092 -2.148
C 2.772 1.632 -0.141
C 1.116 2.435 1.629
C -1.165 2.213 1.289
C 3.148 2.955 -2.195
C 3.737 4.057 -2.872
C 1.966 -1.292 5.372
C -3.768 -1.101 -0.932
C -3.389 -3.410 -1.499
C 3.275 2.848 -0.848
C 0.922 3.575 2.399
C -1.516 -1.925 -1.243
C -2.031 -3.189 -1.539
C 2.460 -1.409 4.096
C 2.382 1.978 -2.890
C 1.619 -1.263 2.984
C -4.254 -2.383 -1.143
C -1.421 3.329 2.073
C 0.605 -1.041 5.575
H -3.776 -4.387 -1.739
H 2.617 0.977 1.910
H 3.812 3.588 -0.276
H 3.237 2.613 1.725
H -2.436 3.658 2.220
H -3.089 2.266 0.371
H -2.728 0.728 1.196
H -1.338 -3.980 -1.776
H 2.631 -1.389 6.217
H -5.311 -2.577 -1.060
H 0.886 0.492 -2.669
H 2.310 2.002 -3.965
H -4.454 -0.291 -0.732
H -1.303 -0.749 4.644
H 3.507 -1.597 3.920
H 0.231 -0.935 6.580
H 1.766 4.108 2.804
H -0.547 4.880 3.263
H 3.616 0.910 -0.138
```

Results
calculated total energy = -111664.72463 eV
maximum force = 1.5 eV Å⁻¹
⟨S²⟩ = 6.114
frontier orbital gap (spin up / spin down) = 7.5 / 5.1 eV
total charge = +1
multiplicity = 5